(A)
# C3H7OPS

One molecule with the formula C3H7OPS (ωB97M-V with the def2-TZVPD basis set, the Open Molecules 2025 dataset).

CARTESIAN COORDINATES (ANGSTROEM)
C: 1.316 0.578 -0.045
C: 1.570 -0.941 0.091
C: 0.221 -0.413 -0.474
O: -2.020 -1.561 -0.305
P: -2.050 1.476 -0.078
S: -1.222 -0.578 0.484
H: 1.437 1.080 0.965
H: 1.692 1.037 -0.957
H: 2.139 -1.425 -0.672
H: 1.677 -1.527 0.981
H: 0.031 -0.794 -1.511
H: -1.410 1.821 1.127
H: -3.382 1.247 0.395

Results
HOMO energy: -8.6 eV
SMILES: O=S(#[PH2])C1CC1
orbital gap: 0.333 Ha

The molecule's Mulliken atomic charges, reported in e, are given here:
1. C -0.4740
2. C -0.5506
3. C -0.0588
4. O -0.5978
5. P -0.0813
6. S 0.2961
7. H 0.2708
8. H 0.2390
9. H 0.2207
10. H 0.2681
11. H 0.3297
12. H 0.0642
13. H 0.0739

=====

(B)
# C3H7OPS

One molecule with the formula C3H7OPS (ωB97M-V with the def2-TZVPD basis set, the Open Molecules 2025 dataset).

CARTESIAN COORDINATES (ANGSTROEM)
C: -0.063 -0.577 0.791
C: 0.345 -0.476 -0.464
C: 1.748 0.239 -0.766
O: -1.523 1.730 -0.495
P: -1.807 0.557 0.326
S: -3.101 -0.919 -0.094
H: -0.784 -1.250 1.074
H: 0.425 0.042 1.585
H: -0.057 -1.077 -1.230
H: 2.450 -0.625 -0.843
H: 2.327 0.922 -0.025
H: 1.798 0.693 -1.687
H: -1.758 0.742 1.828

Results
HOMO energy: -8.9 eV
orbital gap: 0.298 Ha

The molecule's Mulliken atomic charges, reported in e, are given here:
1. C -0.7050
2. C 0.0608
3. C -1.1715
4. O -0.5728
5. P 0.4931
6. S -0.4030
7. H 0.4190
8. H 0.3165
9. H 0.4172
10. H 0.3582
11. H 0.3046
12. H 0.3588
13. H 0.1242

=====

Short version: (B) is the most stable of them.

=====

(A)
# C4H6FNO

A 2-piece molecular cluster, C4H6FNO overall (ωB97M-V with the def2-TZVPD basis set, the Open Molecules 2025 dataset).

CARTESIAN COORDINATES (ANGSTROEM)
C: 0.029 1.677 0.032
C: 1.121 2.041 0.707
C: -0.317 -1.012 1.331
C: -2.524 -1.137 0.475
N: -1.525 -0.771 1.588
O: 2.293 2.155 0.926
F: 0.790 -0.495 1.849
H: -0.728 2.250 0.402
H: 0.080 2.263 -0.859
H: 0.000 -1.539 0.401
H: -3.265 -1.890 0.704
H: -3.062 -0.215 0.495
H: -1.858 -1.285 -0.267

Results
HOMO energy: -9.7 eV
SMILES: C/N=C/F.C=C=O
orbital gap: 0.369 Ha

The molecule's Mulliken atomic charges, reported in e, are given here:
1. C -1.0140
2. C 0.6936
3. C 0.1191
4. C -0.6396
5. N -0.3932
6. O -0.3900
7. F -0.1996
8. H 0.3641
9. H 0.3461
10. H 0.2614
11. H 0.2730
12. H 0.2305
13. H 0.3488

=====

(B)
# C4H6FNO

C4H6FNO as an isolated structure (ωB97M-V with the def2-TZVPD basis set, the Open Molecules 2025 dataset).

CARTESIAN COORDINATES (ANGSTROEM)
C: -0.527 1.915 -0.432
C: -0.976 1.468 0.834
C: 0.622 1.146 -0.852
C: 0.777 -1.404 0.480
N: 0.812 0.011 0.732
O: -0.291 0.518 1.484
F: 1.842 1.668 -0.699
H: -0.924 2.651 -1.144
H: -1.730 1.853 1.424
H: 0.667 0.687 -1.957
H: 1.369 -2.033 1.248
H: -0.243 -1.886 0.383
H: 1.444 -1.591 -0.468

Results
HOMO energy: -8.7 eV
orbital gap: 0.358 Ha

The molecule's Mulliken atomic charges, reported in e, are given here:
1. C -0.4737
2. C -0.2943
3. C 0.3353
4. C -0.7130
5. N -0.2042
6. O -0.2699
7. F -0.2359
8. H 0.3144
9. H 0.4783
10. H 0.2462
11. H 0.2394
12. H 0.2832
13. H 0.2942

=====

(C)
# C4H6FNO

One molecule with the formula C4H6FNO (ωB97M-V with the def2-TZVPD basis set, the Open Molecules 2025 dataset).

CARTESIAN COORDINATES (ANGSTROEM)
C: -1.473 -1.672 0.126
C: 1.329 -0.173 -0.311
C: -1.585 -0.266 0.031
C: 0.105 0.318 0.500
N: -1.424 -2.806 0.107
O: -2.428 0.301 0.976
F: 0.267 -0.033 1.865
H: 2.253 0.152 0.222
H: 1.128 -1.302 -0.637
H: 1.469 0.365 -1.215
H: -1.875 0.160 -1.029
H: -0.101 1.443 0.564
H: -2.337 -0.152 1.802

Results
HOMO energy: -10.3 eV
SMILES: C[C@H](F)[C@H](O)C#N
orbital gap: 0.407 Ha

The molecule's Mulliken atomic charges, reported in e, are given here:
1. C 0.1503
2. C -0.9607
3. C -0.0256
4. C 0.1645
5. N -0.3735
6. O -0.5113
7. F -0.3134
8. H 0.3155
9. H 0.2445
10. H 0.3379
11. H 0.3065
12. H 0.2851
13. H 0.3802

=====

Short version: (C) is the most stable of them.

=====

(A)
# C4H6FNO

A 2-piece molecular cluster, C4H6FNO overall (ωB97M-V with the def2-TZVPD basis set, the Open Molecules 2025 dataset).

CARTESIAN COORDINATES (ANGSTROEM)
C: 1.724 -0.615 -0.311
C: -1.200 -0.371 1.272
C: -0.982 0.333 -1.050
C: 1.692 0.741 -0.597
N: 1.850 -1.682 0.084
O: -1.586 0.381 0.125
F: 1.645 1.601 0.515
H: -0.850 -1.434 0.924
H: -2.113 -0.430 1.755
H: -0.594 0.060 1.996
H: -0.817 -0.738 -1.450
H: -0.959 1.114 -1.754
H: 2.190 1.039 -1.508

Results
HOMO energy (spin up / spin down): -7.9 / -8.8 eV
orbital gap (spin up / spin down): 0.260 / 0.333 Ha

The molecule's Mulliken atomic charges, reported in e, are given here:
1. C 0.4872
2. C -0.6208
3. C -0.4863
4. C -0.3657
5. N -0.4156
6. O -0.3126
7. F -0.2462
8. H 0.3241
9. H 0.2762
10. H 0.2665
11. H 0.3505
12. H 0.4007
13. H 0.3421

=====

(B)
# C4H6FNO

A 2-piece molecular cluster, C4H6FNO overall (ωB97M-V with the def2-TZVPD basis set, the Open Molecules 2025 dataset).

CARTESIAN COORDINATES (ANGSTROEM)
C: -0.503 0.488 -1.069
C: -0.771 0.764 0.435
C: -0.511 -0.581 -0.157
C: 1.461 -1.367 -0.043
N: 1.996 -0.245 0.486
O: 2.486 0.614 -0.257
F: -1.356 -1.615 -0.113
H: -1.135 0.665 -1.838
H: 0.487 0.889 -1.159
H: 0.003 1.380 1.008
H: -1.704 1.037 0.859
H: 1.473 -1.521 -1.117
H: 1.555 -2.119 0.612

Results
HOMO energy: -8.8 eV
orbital gap: 0.311 Ha

The molecule's Mulliken atomic charges, reported in e, are given here:
1. C -0.5715
2. C -0.6302
3. C 0.4986
4. C -0.5831
5. N -0.1300
6. O -0.3545
7. F -0.2445
8. H 0.3884
9. H 0.2578
10. H 0.2055
11. H 0.3000
12. H 0.4120
13. H 0.4515

=====

Short version: (A) is the most stable of them.

=====

(A)
# C4H8OS2

One molecule with the formula C4H8OS2 (ωB97M-V with the def2-TZVPD basis set, the Open Molecules 2025 dataset).

CARTESIAN COORDINATES (ANGSTROEM)
C: -1.310 -0.187 1.112
C: -0.145 -0.426 0.129
C: 0.225 0.683 -0.810
C: 1.135 0.338 0.314
H: -2.286 -0.230 0.553
H: -1.255 0.829 1.583
H: -1.161 -0.960 1.917
H: -1.231 -1.972 -1.378
H: 0.517 0.321 -1.820
H: -0.092 2.577 -1.132
H: 1.062 1.064 1.173
H: 2.470 -1.523 -0.240
O: -0.611 1.825 -0.842
S: -0.144 -2.088 -0.582
S: 2.827 -0.249 0.025

Results
HOMO energy: -8.8 eV
SMILES: C[C@@]1(S)[C@@H](O)[C@@H]1S
orbital gap: 0.347 Ha

The molecule's Mulliken atomic charges, reported in e, are given here:
1. C -1.2332
2. C 0.3920
3. C -0.0078
4. C -0.4126
5. H 0.3150
6. H 0.2852
7. H 0.3536
8. H 0.1389
9. H 0.3571
10. H 0.3138
11. H 0.2831
12. H 0.1207
13. O -0.5073
14. S -0.2056
15. S -0.1929

=====

(B)
# C4H8OS2

One molecule with the formula C4H8OS2 (ωB97M-V with the def2-TZVPD basis set, the Open Molecules 2025 dataset).

CARTESIAN COORDINATES (ANGSTROEM)
C: -0.663 -1.117 0.001
C: -0.909 -0.019 1.019
C: 0.609 0.144 1.129
C: 0.758 -0.540 -0.231
H: -0.797 -1.938 -2.257
H: -0.609 -2.102 0.454
H: -1.330 0.854 0.536
H: -1.425 -0.278 1.895
H: 0.982 -0.516 1.876
H: 1.064 2.157 0.124
H: 1.577 -1.232 -0.290
H: 0.094 0.430 -1.760
O: 0.922 0.383 -1.261
S: -1.667 -1.227 -1.500
S: 1.310 1.775 1.375

Results
HOMO energy: -9.0 eV
SMILES: O[C@@H]1[C@H](S)C[C@@H]1S
orbital gap: 0.353 Ha

The molecule's Mulliken atomic charges, reported in e, are given here:
1. C -0.1594
2. C -0.7434
3. C -0.1228
4. C -0.1945
5. H 0.1552
6. H 0.3173
7. H 0.2505
8. H 0.3768
9. H 0.3227
10. H 0.1390
11. H 0.3487
12. H 0.3352
13. O -0.5073
14. S -0.2779
15. S -0.2401

=====

(C)
# C4H8OS2

One molecule with the formula C4H8OS2 (ωB97M-V with the def2-TZVPD basis set, the Open Molecules 2025 dataset).

CARTESIAN COORDINATES (ANGSTROEM)
C: -1.122 1.453 1.250
C: -0.214 -0.762 0.395
C: 1.262 -1.369 0.318
C: 0.233 -0.084 -2.002
H: -0.458 2.235 1.584
H: -1.966 1.774 0.456
H: -1.738 0.933 1.929
H: -0.634 -0.983 1.486
H: 1.563 -2.531 0.646
H: 1.883 -0.452 0.921
H: 0.265 -0.149 -3.261
H: 0.268 1.006 -1.876
O: -0.100 0.741 0.676
S: 1.884 -0.921 -1.432
S: -1.125 -0.891 -1.090

Results
HOMO energy: -8.7 eV
SMILES: CO[C@@H]1CSCS1
orbital gap: 0.345 Ha

The molecule's Mulliken atomic charges, reported in e, are given here:
1. C -0.6938
2. C -0.0992
3. C -0.5681
4. C -0.4876
5. H 0.2775
6. H 0.1957
7. H 0.3336
8. H 0.4490
9. H 0.3112
10. H 0.2580
11. H 0.3012
12. H 0.3133
13. O -0.3273
14. S -0.1241
15. S -0.1395

=====

Short version: (B) is the most stable of them.